1.
19
Properties=species:S:1:pos:R:3:forces:R:3:mulliken_charge:R:1 method="wB97M-V/def2-TZVPD" gap_ev=8.7 charge=-1 e_tot_ha=-857.85185 e_homo_ha=-0.184
C -0.447 -2.829 0.413 -0.235 -0.203 -0.161 -0.3101
C -0.241 -1.750 -0.059 1.936 4.708 -0.935 -0.6450
C -1.929 0.414 0.878 1.799 -1.107 0.413 -1.2213
C 0.127 0.553 -1.791 -0.975 -2.045 0.430 -1.4586
C -0.377 0.827 0.736 -1.227 -1.653 1.968 -0.7235
C 0.338 0.140 -0.357 0.351 -3.393 0.502 0.8427
O 2.895 -0.446 -0.942 -0.183 -1.007 -0.608 -0.6973
O 2.337 1.726 -0.121 -0.733 1.371 -0.680 -0.7118
O 2.410 -0.041 1.421 -0.685 -1.098 0.381 -0.6965
S 2.149 0.300 0.039 1.223 0.359 0.467 1.2622
H -0.696 -3.787 0.729 -0.167 -0.940 0.380 0.4406
H -2.435 1.311 1.227 -0.631 -0.370 -0.091 0.3495
H -2.360 -0.126 0.006 0.230 1.188 0.021 0.3072
H -1.963 -0.451 1.602 -0.060 1.287 -0.185 0.2899
H 0.270 1.629 -1.711 0.034 0.060 -0.803 0.3842
H -0.947 0.229 -2.031 1.526 0.799 -0.177 0.3199
H 0.902 -0.026 -2.376 -1.025 1.076 0.203 0.3843
H -0.225 1.906 0.686 -0.047 -0.080 -0.155 0.5554
H 0.192 0.421 1.652 -1.131 1.049 -0.969 0.3284

2.
19
Properties=species:S:1:pos:R:3:forces:R:3:mulliken_spin:R:1 method="wB97M-V/def2-TZVPD" gap_ev="6.5 / 5.4" charge=+3 s_squared=0.811 e_tot_ha=-630.59119 e_homo_ha="-0.866 / -0.853" multiplicity=2
O 0.588 -0.956 -1.872 -0.719 -0.070 3.837 0.0539
Tl 1.672 1.076 2.287 2.005 1.560 4.279 0.2977
C 1.572 0.656 0.216 -3.795 4.081 -9.330 0.3225
O -0.345 0.179 1.354 0.416 1.236 -3.775 -0.0024
C 0.296 -1.130 -0.672 0.161 -1.304 -8.033 -0.0198
C 0.251 -2.523 -0.134 -0.816 -0.568 1.408 0.0211
H -0.134 -3.199 -0.906 0.067 0.415 -0.334 0.0005
H -0.428 -2.641 0.719 0.414 0.039 0.093 -0.0015
H 1.268 -2.873 0.094 -0.059 0.240 0.139 0.0012
C 0.149 0.118 0.127 1.732 -2.012 6.448 0.0470
O 1.329 1.513 -0.875 3.909 -4.266 5.760 0.2191
C 0.544 2.383 -1.676 -1.249 1.525 -1.556 0.0148
H 0.132 1.823 -2.522 0.069 -0.196 0.207 0.0037
H -0.223 2.758 -0.994 -0.086 0.304 -0.208 0.0193
H 1.201 3.172 -2.055 0.014 0.000 0.274 0.0135
C -1.737 -0.033 1.669 -2.054 -1.090 0.536 0.0100
H -2.371 0.102 0.788 0.240 0.195 0.086 0.0009
H -1.782 -1.081 1.972 -0.273 0.099 0.326 -0.0014
H -1.982 0.657 2.480 0.025 -0.187 -0.160 -0.0001

3.
18
Properties=species:S:1:pos:R:3:forces:R:3:mulliken_charge:R:1 method="wB97M-V/def2-TZVPD" gap_ev="6.6 / 7.1" e_tot_ha=-1371.59818 e_homo_ha="-0.285 / -0.286"
C 1.695 1.422 0.500 2.453 1.256 1.586 -0.1727
C 1.798 0.063 0.046 -2.502 -0.161 -1.017 -0.3905
C 0.547 2.103 0.223 -1.145 -0.541 -0.574 -0.5153
C 0.710 -0.335 -0.717 -0.508 -0.554 0.266 0.2236
C 0.330 -1.717 -1.362 1.925 -0.177 1.238 -0.6896
C -1.646 -0.338 1.279 2.551 2.227 -0.303 -0.4961
P -0.526 1.008 -0.774 0.083 -0.661 1.000 -0.0278
S -1.077 -1.883 -2.373 -1.890 -0.233 -0.371 -0.2100
S -2.928 0.639 1.943 1.310 0.776 0.700 -0.1331
H 2.693 1.758 1.066 -2.562 -0.074 -1.142 0.2034
H 2.561 -0.520 0.481 0.928 -0.928 -0.180 0.4048
H 0.147 3.132 0.379 1.105 -0.892 0.220 0.3531
H 0.033 -2.539 -0.648 1.077 0.911 -0.032 0.2141
H 1.158 -2.085 -1.997 0.005 0.146 0.820 0.3882
H -0.574 -0.157 1.667 -2.052 -0.703 -0.440 0.3328
H -1.946 -1.310 0.911 0.113 0.081 -0.148 0.2544
H -0.872 -0.873 -3.169 0.135 0.828 -0.792 0.0983
H -2.103 1.634 2.546 -1.027 -1.304 -0.831 0.1624

Relative energy (zero: lowest compared OMol25 entry of this formula, charge and spin) values (in kcal/mol) by entry order: 56.7 25.5 38.8.